# C42H74BIN5O3S4

A 3-piece molecular cluster, C42H74BIN5O3S4 overall in a non-equilibrium geometry (the ωB97M-V functional and the def2-TZVPD basis, OMol25).

Summary:
multiplicity: 1
net charge: -1
ΔE to the lowest compared entry with this formula, charge and spin: 0.97 kcal per mole
max |F|: 0.0334 Eh/bohr
Kohn-Sham gap: 6.249 eV
LUMO energy: 1.11 eV

Each line ends with the Mulliken charge.
Geometry (Å):
C 2.165 2.863 -0.993  -1.116
C 2.756 1.693 -0.217  0.549
C 2.760 0.304 -0.918  -0.497
C 2.201 0.254 -2.323  -1.163
N 0.744 0.467 -2.409  0.881
C -0.039 -0.441 -1.534  -0.571
C -0.831 0.336 -0.490  2.170
C -2.102 0.945 -1.117  1.259
C -3.377 0.224 -0.695  -2.468
C -3.949 0.565 0.699  1.747
C -4.351 2.048 0.780  0.132
C -3.727 2.780 1.970  -1.379
C -2.276 3.222 1.750  1.384
S -2.077 5.008 1.402  -0.247
C -1.891 5.085 -0.365  0.049
S -0.507 5.378 -1.122  -0.179
N -3.086 4.916 -1.120  0.334
C -4.241 5.627 -0.887  -0.170
C -5.122 5.178 -1.824  -0.594
N -4.554 4.215 -2.606  -0.690
C -3.326 4.085 -2.172  -0.392
O -3.076 0.212 1.730  0.111
B -3.876 -0.532 2.727  0.793
C -3.075 -1.292 3.935  -1.481
C -1.587 -1.366 3.805  1.080
C -0.961 -1.690 2.594  -0.573
C 0.429 -1.726 2.476  -0.301
C 1.253 -1.469 3.578  -0.730
C 0.638 -1.188 4.797  -0.293
C -0.751 -1.124 4.909  -0.773
O -4.765 -1.379 1.878  -0.861
C -5.142 -0.484 0.878  -0.853
C -6.539 0.080 1.125  -0.814
C -7.597 -0.961 1.016  0.122
O -7.485 -2.110 0.966  -0.370
I -9.661 -0.153 0.907  -0.177
C 0.315 0.404 -3.748  -0.057
S -0.074 1.749 -4.557  -0.191
S 0.232 -1.196 -4.562  -0.036
C -1.550 -1.542 -4.731  -0.716
C -2.110 -2.493 -3.654  0.628
C -3.001 -3.618 -4.229  -1.320
H 2.246 3.756 -0.375  0.508
H 1.103 2.721 -1.154  -0.091
H 2.662 3.044 -1.940  0.269
H 3.790 1.952 0.011  0.580
H 2.270 1.578 0.743  -0.722
H 3.799 -0.011 -1.005  0.520
H 2.291 -0.422 -0.261  0.095
H 2.701 1.022 -2.909  0.534
H 2.471 -0.704 -2.785  0.457
H 0.572 -1.225 -1.092  0.337
H -0.781 -0.948 -2.142  -1.226
H -0.215 1.086 0.000  -0.245
H -1.148 -0.365 0.277  -1.485
H -2.137 2.021 -0.982  -1.435
H -2.004 0.798 -2.195  0.586
H -4.192 0.410 -1.392  0.504
H -3.141 -0.842 -0.676  0.707
H -4.073 2.600 -0.117  -0.788
H -5.424 2.188 0.869  0.871
H -4.314 3.686 2.111  0.780
H -3.791 2.183 2.872  0.293
H -1.728 3.101 2.680  0.186
H -1.743 2.636 1.012  -1.443
H -4.363 6.375 -0.132  0.437
H -6.137 5.504 -1.960  0.425
H -2.593 3.424 -2.592  0.811
H -4.655 0.286 3.298  -0.390
H -3.349 -0.825 4.876  0.255
H -3.445 -2.321 3.969  0.222
H -1.590 -1.902 1.743  0.529
H 0.862 -1.946 1.507  0.356
H 2.325 -1.485 3.463  0.391
H 1.277 -1.013 5.654  0.501
H -1.190 -0.889 5.868  0.346
H -5.218 -1.088 -0.035  0.538
H -6.785 0.856 0.401  0.612
H -6.571 0.531 2.117  0.424
H -1.745 -1.933 -5.722  0.576
H -2.029 -0.575 -4.613  0.309
H -2.738 -1.909 -2.987  -0.621
H -1.315 -2.916 -3.049  0.279
H -2.610 -4.584 -3.924  0.303
H -3.994 -3.560 -3.796  0.357
H -3.070 -3.579 -5.311  0.329
C 2.240 -4.353 -2.993  -1.160
C 2.961 -4.357 -4.330  -0.397
N 4.407 -4.429 -4.216  0.156
C 5.091 -4.178 -5.471  -0.674
C 4.892 -5.172 -6.624  -0.992
C 4.920 -5.533 -3.426  -0.704
C 4.563 -6.962 -3.862  -0.994
H 2.581 -3.527 -2.366  0.272
H 1.169 -4.235 -3.160  0.159
H 2.382 -5.287 -2.446  0.440
H 2.711 -3.424 -4.843  0.443
H 2.549 -5.171 -4.949  0.145
H 6.162 -4.085 -5.267  0.376
H 4.777 -3.189 -5.820  0.365
H 5.454 -6.093 -6.472  0.234
H 5.252 -4.728 -7.554  0.396
H 3.843 -5.428 -6.770  0.277
H 4.578 -5.398 -2.397  0.375
H 6.007 -5.436 -3.371  0.383
H 3.517 -7.053 -4.158  0.260
H 4.728 -7.651 -3.031  0.370
H 5.184 -7.306 -4.688  0.284
C 1.510 2.089 3.504  -0.657
C 2.154 2.149 4.877  -0.877
N 3.607 2.145 4.831  0.198
C 4.218 1.950 6.132  -0.707
C 4.018 3.032 7.203  -1.010
C 4.210 3.163 3.991  -0.232
C 3.906 4.635 4.307  -1.111
H 1.841 1.210 2.956  -0.151
H 0.425 2.031 3.610  0.128
H 1.731 2.981 2.912  0.635
H 1.835 1.268 5.437  0.515
H 1.752 3.022 5.418  0.207
H 5.292 1.793 5.988  0.403
H 3.838 1.004 6.531  0.372
H 4.632 3.912 7.017  0.236
H 4.311 2.638 8.179  0.412
H 2.977 3.347 7.278  0.270
H 3.909 2.969 2.959  -0.041
H 5.294 3.011 3.997  0.425
H 2.853 4.794 4.543  0.246
H 4.142 5.253 3.438  0.423
H 4.505 5.010 5.136  0.298

Forces on the atoms, in the same order (eV/Å):
-0.3 0.0 0.7
0.3 -0.3 -0.4
0.3 0.5 0.3
0.1 0.0 0.0
0.1 -0.9 0.1
-0.2 0.3 0.0
-0.3 -0.2 0.0
0.4 -0.3 -0.3
0.4 0.5 0.7
-0.6 -0.8 -0.3
0.0 0.4 0.6
0.0 0.4 -0.5
-0.5 -0.2 0.4
0.4 0.3 -0.1
-0.3 -0.3 -0.3
0.3 0.0 0.0
0.4 0.2 0.8
-0.7 -0.4 -0.4
0.0 0.3 0.4
0.3 -0.3 -0.2
-0.5 0.2 -0.5
0.7 0.1 -0.2
-0.9 0.4 0.8
0.2 -0.3 -0.8
0.5 0.1 0.4
0.3 0.0 0.3
-0.2 0.1 0.3
-0.9 -0.1 -0.3
0.2 0.0 -0.2
0.3 -0.1 -0.5
0.5 0.3 0.2
-0.2 -0.9 -0.4
0.2 0.6 -0.1
0.3 0.9 0.2
0.0 -1.7 -0.2
-0.3 0.3 0.0
-0.5 0.7 0.0
0.0 0.0 -0.1
0.4 -0.6 -0.1
0.0 0.3 0.8
-0.5 -0.1 -0.4
0.3 0.1 0.6
0.2 0.2 -0.1
-0.1 -0.1 -0.3
0.0 0.0 -0.2
0.1 0.0 0.1
-0.3 0.2 0.2
0.1 -0.2 -0.1
-0.2 -0.2 0.0
-0.1 0.2 -0.2
0.0 -0.2 0.1
0.3 0.0 0.0
0.0 -0.2 -0.1
0.2 0.1 0.1
0.1 0.1 0.2
-0.2 0.1 0.2
-0.1 0.2 -0.2
0.0 0.0 -0.3
-0.2 -0.2 -0.1
0.0 -0.1 -0.3
-0.1 -0.1 -0.1
-0.1 0.1 0.2
-0.1 -0.2 0.0
0.2 0.1 0.1
0.1 0.0 -0.2
0.2 0.0 0.3
-0.1 0.0 -0.1
0.3 0.0 0.1
0.1 0.1 0.0
0.1 0.0 0.2
-0.2 -0.1 0.0
0.0 0.0 -0.1
0.1 0.0 0.0
0.1 0.0 0.1
-0.1 0.0 0.2
-0.1 0.0 0.1
0.0 0.2 -0.2
-0.1 0.1 0.0
-0.2 0.0 0.1
0.2 0.1 -0.2
-0.1 0.2 -0.4
0.1 0.1 0.2
0.2 0.0 0.0
0.1 -0.2 -0.2
-0.2 0.0 -0.2
-0.1 0.0 -0.2
0.0 -0.1 0.0
-0.2 0.0 0.0
0.1 0.0 0.0
0.1 0.1 -0.1
0.1 0.0 0.0
0.0 -0.1 0.2
0.1 0.0 0.0
0.0 0.0 0.0
0.0 0.1 0.0
0.0 0.0 0.0
0.1 0.0 -0.1
0.0 0.0 0.0
0.0 -0.1 0.1
-0.1 0.0 0.0
-0.1 0.0 0.0
0.0 0.0 0.0
0.0 0.0 0.0
-0.1 0.0 0.0
0.0 0.1 -0.1
0.0 0.0 0.0
0.0 0.0 0.0
-0.1 0.0 -0.1
-0.1 0.2 0.0
-0.1 0.1 -0.1
0.1 0.0 0.1
0.1 -0.1 0.1
0.1 0.0 0.1
0.0 0.1 -0.2
0.1 0.0 0.0
0.0 -0.1 0.0
0.0 -0.1 0.0
0.0 0.0 0.0
0.1 0.0 0.1
0.0 0.0 0.0
0.0 0.0 -0.1
-0.1 0.0 -0.1
-0.1 0.0 0.0
0.0 0.0 0.0
0.0 0.0 0.0
-0.1 0.0 0.0
0.0 0.0 0.1
0.0 0.0 0.0
0.0 0.0 0.0
-0.1 0.0 0.1

---

# C42H76Cl2N7O11

A 5-piece molecular cluster, C42H76Cl2N7O11 overall in a non-equilibrium geometry (the ωB97M-V functional and the def2-TZVPD basis, OMol25).

Summary:
multiplicity: 1
net charge: +1
max |F|: 0.1478 Eh/bohr
Kohn-Sham gap: 7.155 eV
LUMO energy: -2.79 eV

Each line ends with the Mulliken charge.
Geometry (Å):
C 5.416 2.741 3.669  -0.227
O 4.430 3.059 4.749  -0.367
C 3.896 1.739 5.219  -0.410
C 2.237 1.811 5.183  -0.721
C 1.764 2.454 3.721  -0.049
C 0.275 1.889 3.232  -0.613
C 0.172 1.762 1.563  -0.375
C 0.042 0.153 1.220  -0.056
C 1.483 -0.472 1.744  -0.462
O 1.367 -1.141 3.083  -0.071
N 2.544 -1.093 3.734  0.086
O 2.765 -2.115 4.366  -0.437
N 2.147 -1.468 0.849  0.417
C 2.182 -1.106 -0.607  -0.087
O 3.489 -0.427 -0.910  -0.597
C 2.171 -2.418 -1.581  -0.132
C 3.631 -3.235 -1.491  -0.540
C 3.318 -4.847 -1.170  -0.327
O 2.815 -4.859 0.244  -0.500
C 1.015 0.043 -0.980  0.247
C 0.971 0.463 -2.544  -0.313
C 1.536 2.143 -2.738  -0.031
C 0.296 3.251 -3.236  -0.478
O 1.509 2.698 -4.199  -0.431
N -0.290 -0.207 -0.249  1.248
C -1.442 0.716 -0.700  -0.489
O -2.563 0.796 0.231  -0.263
C -3.787 0.147 -0.200  0.655
C -4.610 0.311 -1.608  -0.542
C -6.005 -0.438 -2.028  0.475
C -6.610 -0.127 -3.555  -0.829
C -6.708 -1.458 -0.950  -0.729
C -5.950 -1.640 0.503  -0.506
C -4.525 -0.865 0.911  0.116
C -3.971 -1.157 2.423  1.346
C -5.029 -0.366 3.449  -1.017
C -4.090 -2.764 2.870  -1.047
C -0.819 -1.615 -0.207  1.207
Cl -1.000 -2.705 1.344  -0.101
C -1.273 -2.448 -1.394  -0.563
C -1.178 -1.956 -2.912  -0.657
Cl -1.958 -4.211 -1.181  -0.145
H 5.973 3.738 3.353  0.274
H 6.181 1.941 4.081  0.123
H 4.870 2.263 2.727  0.045
H 4.255 0.903 4.462  0.236
H 4.332 1.569 6.300  0.271
H 1.740 0.776 5.416  0.270
H 1.938 2.529 6.088  0.346
H 1.698 3.628 3.917  0.296
H 2.602 2.314 2.915  -0.090
H -0.488 2.734 3.592  0.366
H -0.061 0.915 3.784  0.396
H -0.755 2.417 1.302  0.415
H 1.151 2.268 1.170  0.166
H -0.865 -0.098 1.958  -0.738
H 2.267 0.416 1.897  0.057
H 3.044 -1.828 1.228  0.521
H 4.122 -0.530 -0.142  0.545
H 2.079 -2.149 -2.741  0.096
H 1.377 -3.253 -1.269  0.095
H 4.169 -3.163 -2.554  0.325
H 4.302 -2.876 -0.603  0.227
H 2.548 -5.314 -1.923  0.003
H 4.351 -5.400 -1.151  0.450
H 3.399 -5.465 0.810  0.295
H 1.582 1.011 -0.549  -0.410
H 1.736 -0.064 -3.254  0.347
H -0.058 0.563 -3.066  0.027
H 2.399 2.562 -1.928  0.347
H -0.716 2.722 -3.577  0.247
H 0.385 4.386 -2.966  0.305
H -1.875 0.454 -1.746  -0.015
H -1.065 1.842 -0.860  0.197
H -4.128 1.041 -2.417  0.196
H -5.892 -0.622 -4.368  0.200
H -7.680 -0.590 -3.719  0.318
H -6.582 1.023 -3.764  0.280
H -7.700 -2.035 -1.226  0.271
H -6.478 -2.366 1.283  0.221
H -2.917 -0.703 2.669  -0.693
H -4.494 0.086 4.392  0.307
H -5.470 0.543 2.814  0.294
H -5.973 -1.032 3.718  0.293
H -3.114 -3.028 3.499  0.213
H -5.030 -2.988 3.530  0.354
H -4.103 -3.453 1.918  0.235
H -1.739 -1.005 -3.264  0.200
H -1.650 -2.808 -3.610  0.460
H -0.029 -1.995 -3.240  0.082
C -7.279 0.611 -7.637  -1.196
C -8.508 0.497 -6.776  0.753
O -8.446 0.287 -5.567  -0.599
N -9.721 0.636 -7.382  -0.179
C -9.992 0.884 -8.779  -0.852
H -6.383 0.480 -7.023  0.200
H -7.289 -0.168 -8.405  0.361
H -7.239 1.601 -8.100  0.360
H -10.504 0.548 -6.746  0.239
H -10.553 1.818 -8.856  0.286
H -10.603 0.062 -9.158  0.286
H -9.080 0.961 -9.373  0.328
C 9.428 1.420 4.977  -1.247
C 9.110 0.946 3.585  0.801
O 7.956 0.791 3.192  -0.616
N 10.155 0.686 2.750  -0.182
C 11.566 0.808 3.030  -0.843
H 8.502 1.589 5.532  0.238
H 10.014 0.662 5.504  0.363
H 9.981 2.363 4.932  0.365
H 9.870 0.371 1.830  0.242
H 11.994 1.517 2.318  0.286
H 12.028 -0.172 2.886  0.285
H 11.761 1.154 4.046  0.324
C 0.806 6.885 6.394  -1.327
C -0.130 6.456 5.296  0.808
O -0.735 5.387 5.331  -0.649
N -0.294 7.299 4.239  -0.160
C 0.326 8.585 4.024  -0.836
H 0.841 6.118 7.172  0.284
H 1.815 7.017 5.993  0.371
H 0.451 7.817 6.843  0.413
H -0.936 6.949 3.537  0.223
H -0.465 9.333 3.933  0.289
H 0.890 8.539 3.089  0.276
H 0.997 8.865 4.837  0.323
C -0.385 -7.320 -6.151  -1.376
C -0.565 -6.052 -5.360  0.951
O -0.862 -4.985 -5.890  -0.650
N -0.386 -6.117 -4.011  0.031
C -0.038 -7.272 -3.216  -0.820
H -0.558 -7.122 -7.212  0.300
H 0.636 -7.693 -6.030  0.357
H -1.106 -8.072 -5.818  0.364
H -0.522 -5.230 -3.540  0.030
H -0.832 -7.432 -2.483  0.283
H 0.897 -7.055 -2.694  0.184
H 0.085 -8.172 -3.820  0.375

Forces on the atoms, in the same order (eV/Å):
0.4 0.0 0.2
0.6 -2.5 -1.3
-0.6 0.0 -0.3
0.8 0.8 0.5
-0.3 0.4 1.1
0.0 1.4 0.3
0.1 0.5 1.2
0.1 2.0 3.7
2.0 0.8 0.1
-1.6 0.0 -2.3
2.3 -2.6 1.6
-1.2 3.2 -1.6
-1.7 1.0 -1.1
0.9 -0.6 -0.4
-1.1 -0.3 1.0
1.0 -1.4 -0.2
-0.8 -1.2 -0.5
1.3 1.3 0.9
1.4 -1.3 -0.7
3.8 1.2 -1.1
1.1 2.7 -1.5
-2.7 2.1 -1.2
3.4 -3.0 -0.7
-2.1 -0.3 5.4
-0.8 -0.4 1.7
-2.1 3.0 -1.9
0.2 -1.4 -2.0
-5.3 -3.5 -0.1
-0.2 -1.1 1.6
1.5 -0.7 2.9
0.9 -0.6 0.6
4.2 2.4 0.9
1.1 2.1 -2.7
-1.2 -0.1 -2.8
-1.9 0.1 0.9
-0.5 1.2 -1.1
1.2 0.0 -0.4
-2.4 -6.4 -3.3
0.7 2.6 -2.0
1.0 3.0 2.3
0.3 -2.4 -1.3
1.3 3.3 -0.3
-1.3 -2.1 0.8
-1.4 1.8 -1.1
1.1 1.0 1.8
-0.7 1.6 1.8
-1.0 0.1 -2.1
1.1 1.9 -0.6
0.4 -1.5 -2.2
0.0 -2.6 -0.7
-1.6 0.0 1.5
1.5 -2.0 -0.9
0.9 1.7 -1.1
1.6 -1.6 0.0
-1.9 -1.1 0.4
2.1 -0.2 -2.1
-2.1 -1.5 0.0
-1.0 0.3 -0.5
-1.3 0.1 -1.2
-0.1 -0.3 2.8
1.4 2.3 -0.6
-0.9 0.0 2.6
-1.2 -0.6 -1.9
1.5 0.9 1.6
-2.1 0.9 -0.5
-1.3 1.3 -1.5
-1.9 -2.1 -0.3
-1.6 0.5 1.7
1.8 -0.7 1.1
-2.3 -1.2 -2.6
2.3 1.6 0.9
-0.2 -2.5 -0.7
1.1 -0.3 2.0
-0.2 -2.7 0.8
-1.2 -1.7 1.8
-1.5 0.9 1.9
2.4 1.2 0.6
-0.3 -2.3 0.6
2.3 1.4 0.7
1.5 1.8 -1.7
-2.0 -1.0 -1.0
-1.1 -1.2 -1.8
1.0 -1.8 1.6
2.2 1.3 -0.4
-2.2 0.4 -1.3
1.8 0.6 -1.4
0.0 1.3 1.9
1.1 -1.5 1.2
0.9 1.8 1.7
-2.6 0.5 0.8
0.2 0.0 0.0
-0.5 -0.1 0.5
-0.1 0.1 -0.7
0.7 -0.1 0.4
-0.4 0.0 0.1
-0.3 0.0 0.0
0.0 0.2 0.0
0.0 -0.2 -0.1
0.2 0.0 -0.2
0.0 -0.1 -0.3
0.1 0.1 -0.3
-0.1 0.0 0.2
-0.1 0.1 0.2
-0.3 -0.2 -0.5
0.3 0.0 0.1
-0.6 0.1 0.4
0.1 -0.1 -0.4
0.1 -0.1 -0.2
0.1 0.2 0.0
0.1 -0.2 0.1
0.1 0.1 0.2
0.3 0.0 0.2
0.3 0.2 0.1
-0.1 -0.1 -0.2
0.1 -0.1 0.2
-0.5 -0.6 -0.2
0.3 0.3 0.0
0.1 -0.5 0.4
-0.3 0.0 -0.4
-0.1 0.1 -0.3
-0.1 0.2 0.1
0.2 0.0 -0.1
0.1 0.1 0.2
0.2 0.2 0.0
0.1 0.3 0.1
-0.2 -0.1 -0.1
0.0 -0.1 -0.2
-0.2 0.8 -0.2
0.1 -0.4 0.3
0.0 0.1 -0.6
-0.1 0.3 0.3
0.0 0.1 0.3
-0.2 -0.1 0.0
0.2 -0.1 0.0
0.0 -0.3 -0.1
0.2 -0.3 0.1
0.0 -0.3 0.1
0.0 0.3 0.0

---

Q: The lowest max |F| belongs to which entry?
A: C42H74BIN5O3S4

---

Q: Which of these has the lowest max |F|?
A: C42H74BIN5O3S4